Formula: C17H23N2Ru
Source: OMol25
Level of theory: ωB97M-V/def2-TZVPD

- F_max: 2.6 eV/Å
- 2S+1: 5
- E_LUMO (alpha / beta): -5.04 / -4.87 eV
- Total charge: +1
- Energy relative to the best compared isomer or geometry (same formula, charge and spin): 152.25 kJ/mol
- Gap between HOMO and LUMO (alpha / beta): 4.60 / 6.37 eV
- Energy: -865.47957 Eh

XYZ file:
```
43
C17H23N2Ru (ωB97M-V/def2-TZVPD)
C -0.340 0.601 -2.881
C 0.284 1.854 -2.385
C 0.525 -0.569 -3.164
C -1.744 0.338 -2.474
H 0.319 -1.051 -4.133
H 0.372 -1.345 -2.384
H 1.591 -0.297 -3.154
H 0.174 2.719 -3.051
H 1.351 1.711 -2.195
H -0.183 2.146 -1.437
H -2.505 0.774 -3.134
H -1.921 0.773 -1.481
H -1.945 -0.737 -2.401
C 2.392 -1.095 1.755
C 2.527 -1.256 0.314
C 2.553 0.011 -0.292
H 2.643 -2.197 -0.208
C 2.484 1.007 0.713
C 2.326 0.366 1.998
H 2.471 0.840 2.967
H 2.696 -1.815 2.506
H 2.739 0.210 -1.348
H 2.696 2.063 0.555
C -1.455 -1.879 1.904
C -0.153 -2.578 1.927
C 0.203 -2.806 0.543
H 0.263 -3.080 2.790
C -0.845 -2.338 -0.287
C -1.869 -1.808 0.528
H -2.876 -1.563 0.173
H -2.096 -1.755 2.781
H 1.069 -3.366 0.215
H -0.928 -2.488 -1.366
Ru 0.422 -0.659 1.879
N -2.018 1.055 1.467
C -2.445 2.303 1.730
C -1.321 3.111 1.747
C -0.232 2.303 1.437
N -0.663 1.012 1.416
H -2.622 0.267 1.248
H -3.476 2.498 1.952
H -1.259 4.153 1.989
H 0.795 2.569 1.237
```

=====

Formula: C17H23N3O2
Source: OMol25
Level of theory: ωB97M-V/def2-TZVPD

- F_max: 0.8 eV/Å
- E_LUMO: 0.63 eV
- Total charge: 0
- SMILES string: COc1ccc2[nH]c(C(=O)NCCN3CCCCC3)cc2c1
- Energy relative to the best compared isomer or geometry (same formula, charge and spin): 149.99 kJ/mol
- Gap between HOMO and LUMO: 8.44 eV
- Energy: -976.35597 Eh

XYZ file:
```
45
C17H23N3O2 (ωB97M-V/def2-TZVPD)
C 6.561 -2.656 -1.402
O 5.399 -3.092 -0.745
C 4.233 -2.400 -0.931
C 3.129 -2.899 -0.259
C 1.905 -2.249 -0.398
C 0.604 -2.483 0.117
C -0.214 -1.496 -0.370
N 0.524 -0.643 -1.162
C 1.813 -1.093 -1.214
C 2.919 -0.598 -1.887
C 4.122 -1.257 -1.739
H 4.986 -0.877 -2.261
H 2.849 0.280 -2.512
H 0.148 0.095 -1.731
C -1.649 -1.320 -0.095
O -2.349 -2.218 0.334
N -2.141 -0.086 -0.408
H -1.507 0.699 -0.467
C -3.474 0.310 -0.018
H -3.974 0.762 -0.880
C -3.403 1.306 1.147
N -2.518 2.405 0.788
C -1.725 2.936 1.881
C -2.530 3.804 2.854
C -3.180 4.954 2.088
C -4.026 4.396 0.946
C -3.171 3.480 0.061
H -3.784 3.044 -0.731
H -2.383 4.077 -0.411
H -4.433 5.207 0.341
H -4.866 3.832 1.358
H -3.798 5.555 2.758
H -2.400 5.601 1.679
H -1.871 4.189 3.634
H -3.301 3.196 3.331
H -1.256 2.102 2.409
H -0.929 3.545 1.436
H -4.419 1.630 1.407
H -2.980 0.788 2.011
H -4.014 -0.591 0.279
H 0.300 -3.275 0.771
H 3.234 -3.778 0.356
H 6.848 -1.645 -1.091
H 7.343 -3.354 -1.109
H 6.446 -2.682 -2.491
```

=====

Formula: C17H23N9O4Y
Source: OMol25
Level of theory: ωB97M-V/def2-TZVPD

- F_max: 0.6 eV/Å
- E_LUMO: -3.49 eV
- Total charge: +1
- Energy relative to the best compared isomer or geometry (same formula, charge and spin): 16.90 kJ/mol
- Gap between HOMO and LUMO: 7.04 eV
- Energy: -1493.44251 Eh

XYZ file:
```
54
C17H23N9O4Y (ωB97M-V/def2-TZVPD)
Y 0.370 -0.012 -0.565
C 1.746 0.304 4.010
C 1.566 -0.012 2.564
N 0.409 -0.169 1.999
O -0.673 0.129 2.873
C 2.743 -0.157 1.673
C 4.163 -0.286 2.101
N 2.308 -0.147 0.463
O 2.885 -0.261 -0.679
H 1.070 1.100 4.314
H 2.774 0.588 4.216
H 1.501 -0.574 4.612
H -1.128 -0.714 2.998
H 4.273 -0.962 2.949
H 4.590 0.678 2.386
H 4.743 -0.674 1.265
C 0.337 -0.291 -4.099
N 0.285 0.548 -2.900
C 0.313 1.832 -3.062
C 0.226 2.752 -1.980
C 0.219 4.145 -1.988
C 0.104 4.542 -0.653
C 0.059 3.375 0.101
N 0.126 2.276 -0.682
C -0.971 -1.023 -4.275
C -2.073 -0.386 -4.837
C -3.291 -1.042 -4.940
C -3.417 -2.351 -4.491
C -2.318 -3.001 -3.947
C -1.104 -2.336 -3.835
H 1.145 -1.020 -3.997
H 0.565 0.333 -4.968
H 0.412 2.250 -4.067
H 0.290 4.779 -2.858
H 0.069 5.549 -0.273
H -0.009 3.282 1.177
H -1.979 0.630 -5.204
H -4.137 -0.542 -5.393
H -4.360 -2.871 -4.598
H -2.394 -4.036 -3.638
H -0.232 -2.858 -3.454
N -2.206 0.627 -0.430
N -3.116 -0.440 -0.434
C -2.626 -1.691 -0.552
N -3.457 -2.715 -0.633
N -1.291 -1.730 -0.555
N -0.605 -2.898 -0.728
O 0.599 -2.680 -0.832
O -1.132 -3.984 -0.775
H -2.344 1.203 0.396
H -2.318 1.203 -1.262
H -4.107 -0.264 -0.506
H -4.452 -2.571 -0.671
H -3.069 -3.642 -0.718
```

=====

Formula: C17H23NO5S2
Source: OMol25
Level of theory: ωB97M-V/def2-TZVPD

- F_max: 2.7 eV/Å
- E_LUMO: -0.95 eV
- Total charge: 0
- Energy relative to the best compared isomer or geometry (same formula, charge and spin): 0.00 kJ/mol
- Gap between HOMO and LUMO: 7.11 eV
- Energy: -1888.85882 Eh

XYZ file:
```
48
C17H23NO5S2 (ωB97M-V/def2-TZVPD)
O 1.934 -2.900 0.029
O -0.083 -3.704 1.028
O 2.152 -4.387 1.900
O -1.034 4.157 3.632
O 0.180 -0.864 -2.838
S -1.650 1.360 -1.569
C -1.292 -0.040 -0.550
C -1.221 -1.396 -1.052
C -0.477 -1.804 -2.119
C -1.510 4.406 1.198
C -1.698 3.758 -0.009
C -1.097 2.280 2.207
C -1.182 3.676 2.341
C -1.529 2.406 -0.134
C -1.194 1.627 0.978
N -1.111 0.254 0.711
C -0.815 5.564 3.793
C 2.289 -0.113 -3.660
C -0.363 -3.432 -3.944
C 1.589 -0.956 -2.594
C -0.302 -3.257 -2.403
C -0.631 -0.720 1.720
C 0.932 -0.669 1.971
C 1.466 -2.024 2.457
S 1.332 -3.354 1.257
H -1.653 -2.198 -0.399
H -1.659 5.478 1.260
H -2.044 4.389 -0.825
H -0.856 1.744 3.111
H -0.287 5.999 2.964
H -1.738 6.073 3.878
H -0.252 5.757 4.714
H 1.918 0.920 -3.531
H 3.365 -0.141 -3.482
H 2.072 -0.442 -4.667
H -0.023 -4.437 -4.201
H -1.366 -3.329 -4.288
H 0.233 -2.719 -4.488
H 1.868 -0.660 -1.550
H 2.024 -1.954 -2.755
H 0.674 -3.609 -2.042
H -1.074 -3.911 -1.924
H -1.228 -0.537 2.644
H -0.900 -1.741 1.405
H 1.458 -0.376 1.039
H 1.214 0.066 2.722
H 1.024 -2.295 3.408
H 2.544 -1.944 2.659
```

=====

Formula: C17H24BrMoNS4Sb3
Source: OMol25
Level of theory: ωB97M-V/def2-TZVPD

- F_max: 4.3 eV/Å
- E_LUMO (alpha / beta): -11.85 / -11.80 eV
- Total charge: +3
- Gap between HOMO and LUMO (alpha / beta): 4.84 / 5.00 eV
- Energy: -5671.45051 Eh

XYZ file:
```
51
C17H24BrMoNS4Sb3 (ωB97M-V/def2-TZVPD)
Mo -2.251 -1.636 0.425
C 1.726 -0.135 1.860
Sb 0.642 -0.803 0.032
C 1.971 -2.438 -0.478
C 1.930 0.594 -1.346
C 2.098 2.025 -0.914
C 3.283 2.456 -0.339
C 3.445 3.710 0.247
C 2.419 4.685 0.013
C 1.232 4.289 -0.546
C 0.999 2.966 -0.972
C -0.261 2.583 -1.469
Sb -1.993 1.463 0.086
C -3.108 2.783 -1.151
C -1.011 2.809 1.527
H 1.242 -0.603 2.733
H 1.642 0.935 2.076
H 2.776 -0.398 1.705
H 2.069 -2.595 -1.568
H 1.603 -3.402 -0.062
H 2.947 -2.254 0.028
H 1.283 0.302 -2.200
H 2.947 0.194 -1.308
H 4.108 1.743 -0.387
H 4.306 3.935 0.853
H 2.518 5.703 0.370
H 0.430 4.999 -0.695
H -0.224 1.841 -2.249
H -0.905 3.456 -1.540
H -3.432 3.619 -0.538
H -4.009 2.220 -1.466
H -2.634 3.157 -2.064
H -1.109 3.825 1.075
H 0.023 2.473 1.545
H -1.501 2.692 2.488
S -3.912 2.102 1.683
Sb -4.523 -0.450 1.752
S -3.843 -0.641 -0.939
S -1.694 -0.523 2.411
S -3.847 -3.042 1.108
Br -0.785 -2.378 -2.220
C -0.646 -3.785 -0.895
C -0.001 -4.973 -1.210
C -0.248 -6.087 -0.450
C -0.839 -5.920 0.819
C -1.291 -4.636 1.167
N -1.268 -3.617 0.252
H 0.681 -5.073 -2.097
H -0.153 -7.053 -0.839
H -1.061 -6.730 1.542
H -1.774 -4.389 2.146
```

=====

Formula: C17H24Cl2O5STc
Source: OMol25
Level of theory: ωB97M-V/def2-TZVPD

- F_max: 8.0 eV/Å
- 2S+1: 4
- E_LUMO (alpha / beta): 4.35 / 4.35 eV
- Total charge: -2
- Gap between HOMO and LUMO (alpha / beta): 4.50 / 4.49 eV
- Energy: -2437.69557 Eh

XYZ file:
```
50
C17H24Cl2O5STc (ωB97M-V/def2-TZVPD)
C 0.057 -1.516 -2.957
C 0.959 -0.360 -2.980
C 0.140 0.803 -3.182
C 2.367 -0.400 -3.479
C -1.209 0.353 -3.329
C -1.256 -1.025 -3.116
C -2.466 -1.875 -3.297
C 0.448 -2.938 -3.159
C 0.638 2.135 -3.590
C -2.352 1.224 -3.671
Tc 1.048 0.399 -0.931
Cl 2.563 1.780 -0.677
Cl 2.181 -1.709 -0.567
O -0.740 1.082 -0.627
H 2.847 -1.344 -3.186
H 2.899 0.444 -3.039
H 2.380 -0.297 -4.581
H 1.618 2.341 -3.169
H -0.057 2.911 -3.254
H 0.737 2.173 -4.682
H -2.254 2.212 -3.204
H -3.302 0.787 -3.338
H -2.428 1.386 -4.755
H -3.359 -1.303 -3.035
H -2.409 -2.732 -2.621
H -2.593 -2.215 -4.337
H 1.458 -3.153 -2.823
H 0.369 -3.125 -4.229
H -0.233 -3.608 -2.617
H -1.152 1.133 0.234
O -2.268 -2.860 0.048
H -1.572 -2.060 0.106
C 0.732 2.147 7.457
C 0.555 1.375 6.145
C 0.582 -0.042 6.145
C 0.411 -0.758 4.942
C 0.095 -0.104 3.741
C 0.133 1.304 3.744
C 0.306 2.046 4.923
S 0.024 -1.026 2.181
O 0.673 -2.286 2.319
O -1.371 -1.024 1.828
O 0.814 0.049 1.408
H -0.059 1.872 8.177
H 1.699 1.919 7.940
H 0.675 3.234 7.291
H 0.740 -0.559 7.119
H 0.580 -1.820 4.924
H 0.100 1.876 2.826
H 0.251 3.153 4.934
```

=====

Formula: C17H24Cl3F8INO5PS
Source: OMol25
Level of theory: ωB97M-V/def2-TZVPD

- F_max: 6.4 eV/Å
- E_LUMO: -0.26 eV
- Total charge: 0
- SMILES string: N[C@]1([PH2]=O)[C@@](CCCCl)(CCCI)OS(=O)(=O)[C@H](Cl)[C@@]1(Cl)CCOCC(F)(F)C(F)(F)C(F)(F)C(F)F
- Gap between HOMO and LUMO: 9.12 eV
- Energy: -4309.68965 Eh

XYZ file:
```
61
C17H24Cl3F8INO5PS (ωB97M-V/def2-TZVPD)
N 1.450 -1.363 1.302
C 1.806 -0.954 -0.100
P 2.207 -2.574 -0.983
O 3.478 -3.141 -0.286
C 2.986 0.152 -0.147
C 3.787 0.078 1.258
C 3.122 1.042 2.377
C 3.499 0.383 3.794
Cl 5.280 0.579 4.202
C 3.989 0.026 -1.361
C 5.270 0.946 -1.405
C 5.183 2.501 -1.279
I 6.589 3.130 0.313
O 2.454 1.534 -0.121
S 1.603 1.941 -1.469
O 2.385 2.412 -2.649
O 0.631 3.044 -1.133
C 0.741 0.380 -2.028
Cl -0.640 0.908 -3.069
C 0.379 -0.415 -0.705
Cl -0.499 0.614 0.568
C -0.642 -1.584 -1.081
C -2.190 -1.195 -0.991
O -2.739 -1.636 0.273
C -3.594 -0.653 0.864
C -5.118 -1.038 0.600
F -5.122 -2.014 -0.435
F -5.597 -1.694 1.738
C -6.044 0.149 0.079
F -5.994 0.084 -1.332
F -5.553 1.427 0.404
C -7.523 0.087 0.651
F -7.424 0.440 2.015
F -8.100 -1.193 0.509
C -8.559 1.109 0.001
F -9.111 1.899 1.046
F -8.002 2.009 -0.902
H 0.547 -1.849 1.327
H 2.132 -2.081 1.613
H 1.216 -3.588 -0.853
H 2.576 -2.314 -2.341
H 4.844 0.508 1.162
H 3.941 -0.979 1.621
H 3.568 2.091 2.313
H 1.994 1.056 2.326
H 2.804 0.715 4.624
H 3.338 -0.742 3.670
H 4.435 -1.033 -1.311
H 3.500 0.060 -2.398
H 5.989 0.556 -0.603
H 5.811 0.699 -2.385
H 4.219 3.006 -1.035
H 5.595 2.998 -2.219
H 1.403 -0.294 -2.656
H -0.404 -1.976 -2.124
H -0.551 -2.480 -0.373
H -2.706 -1.842 -1.787
H -2.430 -0.129 -1.265
H -3.439 -0.743 1.995
H -3.314 0.408 0.598
H -9.451 0.533 -0.417
```

=====

Formula: C17H24CuN6O5PS
Source: OMol25
Level of theory: ωB97M-V/def2-TZVPD

- F_max: 0.4 eV/Å
- E_LUMO: 0.31 eV
- Total charge: 0
- Energy relative to the best compared isomer or geometry (same formula, charge and spin): 0.00 kJ/mol
- Gap between HOMO and LUMO: 8.02 eV
- Energy: -3747.05528 Eh

XYZ file:
```
55
C17H24CuN6O5PS (ωB97M-V/def2-TZVPD)
Cu -0.927 -1.017 -0.035
N 4.819 4.019 0.642
C 3.488 3.625 0.525
C 2.605 4.343 -0.282
C 1.271 3.984 -0.357
C 0.803 2.909 0.380
C 1.668 2.186 1.190
C 3.003 2.540 1.262
S -0.893 2.417 0.276
O -1.323 2.056 1.603
O -1.612 3.446 -0.423
N -0.847 1.026 -0.540
C -0.345 0.891 -1.779
N -0.240 -0.425 -2.122
C 0.211 -0.710 -3.331
C 0.594 0.275 -4.227
C 0.491 1.581 -3.768
N 0.031 1.909 -2.571
H 5.174 4.564 -0.126
H 5.460 3.297 0.930
H 2.971 5.190 -0.850
H 0.580 4.523 -0.991
H 1.283 1.358 1.773
H 3.678 1.992 1.911
H 0.274 -1.763 -3.587
H 0.962 0.041 -5.214
H 0.797 2.411 -4.398
C 3.960 -2.212 2.145
N 2.514 -2.143 2.046
C 1.606 -2.496 3.014
C 0.375 -2.258 2.481
N 0.517 -1.771 1.208
C 1.810 -1.711 0.980
H 4.226 -2.608 3.122
H 4.398 -1.221 2.039
H 4.365 -2.870 1.379
H 1.915 -2.871 3.973
H -0.593 -2.400 2.930
H 2.269 -1.354 0.072
C -3.475 -1.425 2.258
O -3.969 -1.578 0.928
P -2.898 -1.944 -0.242
O -2.997 -3.533 -0.389
C -4.228 -4.183 -0.729
O -3.795 -1.508 -1.502
C -4.024 -0.102 -1.701
H -4.332 -1.203 2.888
H -2.763 -0.597 2.311
H -3.006 -2.347 2.611
H -4.079 -5.245 -0.549
H -4.465 -4.012 -1.778
H -5.044 -3.814 -0.108
H -4.356 0.019 -2.729
H -3.111 0.470 -1.533
H -4.796 0.246 -1.017
```

=====

Formula: C17H24F6N6O10PdS3Se
Source: OMol25
Level of theory: ωB97M-V/def2-TZVPD

- F_max: 2.4 eV/Å
- E_LUMO: 3.99 eV
- Total charge: -2
- Energy relative to the best compared isomer or geometry (same formula, charge and spin): 129.98 kJ/mol
- Gap between HOMO and LUMO: 5.23 eV
- Energy: -6066.19121 Eh

XYZ file:
```
68
C17H24F6N6O10PdS3Se (ωB97M-V/def2-TZVPD)
Pd 0.628 -0.087 0.270
C 0.057 -1.933 2.738
N -0.944 -0.905 2.537
C -1.938 -0.543 3.417
C -2.474 0.606 2.952
N -1.793 0.930 1.801
C -1.927 2.158 1.055
C -0.853 0.010 1.539
Se 1.588 1.371 1.893
H 0.145 -2.557 1.851
H -0.214 -2.541 3.603
H 1.017 -1.442 2.917
H -2.180 -1.129 4.286
H -3.268 1.217 3.342
H -2.964 2.307 0.752
H -1.300 2.073 0.172
H -1.573 2.993 1.661
F -2.453 -3.369 -0.153
C -2.957 -2.680 -1.205
F -3.055 -3.533 -2.236
F -4.247 -2.414 -0.855
S -2.029 -0.983 -1.593
O -2.943 -0.250 -0.754
O -2.150 -1.100 -3.025
N -0.644 -1.436 -0.833
S 0.321 -2.477 -1.489
O -0.288 -3.613 -2.111
O 1.368 -2.776 -0.548
C 1.184 -1.738 -3.009
F 0.610 -2.213 -4.118
F 2.465 -2.183 -3.013
F 1.229 -0.418 -3.118
C 5.092 2.176 3.134
C 5.144 1.734 1.679
S 6.259 2.728 0.673
O 7.438 1.959 0.331
O 6.484 4.023 1.282
C 5.380 3.081 -0.880
C 5.297 1.883 -1.817
N 4.402 0.842 -1.336
C 3.069 0.978 -1.180
N 2.542 -0.118 -0.627
C 3.557 -0.965 -0.373
C 4.731 -0.409 -0.822
N 5.969 -1.059 -0.943
O 6.171 -2.021 -0.216
O 6.775 -0.671 -1.786
C 2.308 2.192 -1.510
H 4.073 2.004 3.483
H 5.316 3.240 3.208
H 5.800 1.627 3.753
H 4.139 1.842 1.247
H 5.471 0.705 1.554
H 5.977 3.871 -1.334
H 4.408 3.479 -0.589
H 6.284 1.450 -1.933
H 4.941 2.206 -2.798
H 3.406 -1.938 0.053
H 2.888 2.894 -2.108
H 1.994 2.657 -0.568
H 1.393 1.939 -2.048
C -2.955 1.943 -2.925
C -1.453 1.689 -2.816
O -0.692 2.373 -3.500
O -1.030 0.803 -1.965
H -3.232 1.969 -3.979
H -3.165 2.922 -2.489
H -3.521 1.182 -2.404
```

=====

- Which value of total charge does entry 9 give?
  -2

=====

- Which formula does entry 1 have?
  C17H23N2Ru

=====

Please write out number 7 again, unchanged.
Formula: C17H24Cl3F8INO5PS
Source: OMol25
Level of theory: ωB97M-V/def2-TZVPD

- F_max: 6.4 eV/Å
- E_LUMO: -0.26 eV
- Total charge: 0
- SMILES string: N[C@]1([PH2]=O)[C@@](CCCCl)(CCCI)OS(=O)(=O)[C@H](Cl)[C@@]1(Cl)CCOCC(F)(F)C(F)(F)C(F)(F)C(F)F
- Gap between HOMO and LUMO: 9.12 eV
- Energy: -4309.68965 Eh

XYZ file:
```
61
C17H24Cl3F8INO5PS (ωB97M-V/def2-TZVPD)
N 1.450 -1.363 1.302
C 1.806 -0.954 -0.100
P 2.207 -2.574 -0.983
O 3.478 -3.141 -0.286
C 2.986 0.152 -0.147
C 3.787 0.078 1.258
C 3.122 1.042 2.377
C 3.499 0.383 3.794
Cl 5.280 0.579 4.202
C 3.989 0.026 -1.361
C 5.270 0.946 -1.405
C 5.183 2.501 -1.279
I 6.589 3.130 0.313
O 2.454 1.534 -0.121
S 1.603 1.941 -1.469
O 2.385 2.412 -2.649
O 0.631 3.044 -1.133
C 0.741 0.380 -2.028
Cl -0.640 0.908 -3.069
C 0.379 -0.415 -0.705
Cl -0.499 0.614 0.568
C -0.642 -1.584 -1.081
C -2.190 -1.195 -0.991
O -2.739 -1.636 0.273
C -3.594 -0.653 0.864
C -5.118 -1.038 0.600
F -5.122 -2.014 -0.435
F -5.597 -1.694 1.738
C -6.044 0.149 0.079
F -5.994 0.084 -1.332
F -5.553 1.427 0.404
C -7.523 0.087 0.651
F -7.424 0.440 2.015
F -8.100 -1.193 0.509
C -8.559 1.109 0.001
F -9.111 1.899 1.046
F -8.002 2.009 -0.902
H 0.547 -1.849 1.327
H 2.132 -2.081 1.613
H 1.216 -3.588 -0.853
H 2.576 -2.314 -2.341
H 4.844 0.508 1.162
H 3.941 -0.979 1.621
H 3.568 2.091 2.313
H 1.994 1.056 2.326
H 2.804 0.715 4.624
H 3.338 -0.742 3.670
H 4.435 -1.033 -1.311
H 3.500 0.060 -2.398
H 5.989 0.556 -0.603
H 5.811 0.699 -2.385
H 4.219 3.006 -1.035
H 5.595 2.998 -2.219
H 1.403 -0.294 -2.656
H -0.404 -1.976 -2.124
H -0.551 -2.480 -0.373
H -2.706 -1.842 -1.787
H -2.430 -0.129 -1.265
H -3.439 -0.743 1.995
H -3.314 0.408 0.598
H -9.451 0.533 -0.417
```